73
Properties=species:S:1:pos:R:3:forces:R:3:mulliken_charge:R:1 method="wB97M-V/def2-TZVPD" charge=+1 s_squared=3.76 total_energy_ha=-2868.19085 de_lowest_kj_mol=0.00 e_lumo_ev="-3.14 / -3.32" homo_lumo_gap_ev="6.28 / 6.91" multiplicity=4
V 0.386824 -0.256699 0.063739 -0.8 0.6 0.6 0.2780
N -0.606699 -1.916900 1.292543 0.1 0.0 -0.1 -0.2471
C -1.275245 -1.254941 2.431536 0.0 0.0 0.0 -0.8941
C -2.072449 -0.078441 1.902088 0.0 0.0 0.1 -0.4385
N -1.187188 1.002266 1.413742 0.0 -0.1 -0.2 0.3571
C -0.950750 2.064138 2.435046 0.0 0.0 0.0 -0.7127
C 0.459398 2.181626 2.980894 0.0 0.0 0.0 -0.7043
N 1.374113 2.793286 2.009302 0.0 0.0 -0.1 -0.5016
H 0.108004 -2.552660 1.637179 0.0 0.0 0.0 0.2566
H -1.287503 -2.482739 0.792766 0.0 0.0 0.0 0.2970
H -1.928103 -1.941738 2.975943 0.0 0.0 0.0 0.5311
H -0.503611 -0.910586 3.120341 0.0 0.0 0.0 0.2437
H -2.692398 -0.420905 1.068366 0.0 0.0 0.0 0.1957
H -2.755793 0.290302 2.672953 0.0 0.0 0.0 0.5532
H -1.665032 1.453739 0.644547 -0.1 0.0 0.1 -0.4702
H -1.242722 3.023944 1.998656 0.0 0.0 0.0 0.3624
H -1.627563 1.894555 3.277018 0.0 0.0 0.0 0.3969
H 0.405334 2.756111 3.911767 0.0 0.0 0.0 0.4803
H 0.834495 1.194521 3.236285 0.0 0.0 0.0 0.0778
H 1.373256 3.801169 2.118079 0.0 0.0 0.0 0.2141
H 2.321342 2.481952 2.191764 0.0 0.0 0.0 0.2002
C 3.799157 -0.727371 -0.544750 0.0 0.0 0.0 -1.3386
C 2.866347 -1.780895 -1.051159 0.0 0.0 0.0 0.8202
C 3.405235 -2.974041 -1.532109 0.0 0.0 0.0 -0.8780
C 2.581959 -3.935611 -2.069761 0.0 0.0 0.0 -0.9494
C 1.222638 -3.674887 -2.163572 0.0 0.0 0.0 -0.8424
C 0.739054 -2.474418 -1.675476 0.0 -0.1 -0.1 0.6424
N 1.542161 -1.562432 -1.083845 0.2 -0.5 -0.4 0.8487
C -0.690344 -2.084126 -1.846674 -0.1 -0.1 -0.1 0.3313
C -1.605205 -2.967118 -2.411281 0.0 0.1 0.0 -0.9679
C -2.899822 -2.548305 -2.644791 0.0 0.0 0.0 -1.3372
C -3.242171 -1.247571 -2.327992 0.0 0.0 0.0 -0.6378
C -2.295358 -0.418792 -1.740466 0.0 0.0 0.0 -0.0091
N -1.045820 -0.837218 -1.464653 -0.2 -0.2 -0.3 1.1206
C -2.686732 0.986996 -1.432333 0.0 0.0 0.0 0.3800
C -3.962389 1.266846 -0.956264 0.0 0.0 0.0 -0.4014
C -4.304424 2.589891 -0.721745 0.0 0.0 0.0 -0.8582
C -3.374724 3.579999 -0.976990 0.0 0.0 0.0 -0.8476
C -2.111739 3.221114 -1.443610 0.0 0.0 0.0 0.9403
C -1.051685 4.249265 -1.708742 0.0 0.0 0.0 -1.2853
N -1.781097 1.943439 -1.656369 0.0 0.0 0.0 -0.3785
H 4.360295 -0.320134 -1.389878 0.0 0.0 0.0 0.2535
H 4.509769 -1.162564 0.158531 0.0 0.0 0.0 0.5493
H 3.274109 0.078903 -0.050700 0.0 0.0 0.0 -0.0970
H 4.474284 -3.123798 -1.471784 0.0 0.0 0.0 0.5413
H 2.985754 -4.869979 -2.435159 0.0 0.0 0.0 0.4602
H 0.572629 -4.399052 -2.626393 0.0 0.0 0.0 0.4595
H -1.311215 -3.968559 -2.678969 0.0 0.0 0.0 0.4693
H -3.623096 -3.216820 -3.091273 0.0 0.0 0.0 0.4548
H -4.226248 -0.864063 -2.553713 0.0 0.0 0.0 0.6030
H -4.666574 0.471865 -0.754207 0.0 0.0 0.0 0.4891
H -5.287513 2.841641 -0.346576 0.0 0.0 0.0 0.4549
H -3.614842 4.622489 -0.819574 0.0 0.0 0.0 0.4446
H -0.487243 3.990185 -2.603694 0.0 0.0 0.0 0.2584
H -0.347320 4.293409 -0.873900 0.0 0.0 0.0 0.1559
H -1.484012 5.239860 -1.833000 0.0 0.0 0.0 0.5044
S 2.970087 -1.704917 3.649911 0.0 -0.1 0.0 -0.3980
C 2.222852 -0.918941 2.459850 0.1 0.1 0.0 0.6536
N 1.662972 -0.334917 1.604307 0.6 -0.1 0.6 -0.8158
N 1.075613 1.617109 -0.814096 0.0 0.2 -0.2 1.1849
C 2.122022 1.756120 -1.778736 0.0 -0.1 0.0 -0.3794
C 2.014772 1.095119 -2.997014 0.0 0.0 0.0 -0.0494
C 3.043511 1.179754 -3.921991 0.0 0.0 0.0 -0.7622
C 4.186659 1.914971 -3.635072 0.0 0.0 0.0 -0.6126
C 4.286201 2.579304 -2.421783 0.0 0.0 0.0 -0.6636
C 3.254545 2.507339 -1.496266 0.0 0.0 0.0 -0.0605
H 1.235076 2.202387 0.012387 0.0 0.0 0.1 0.2074
H 0.184901 1.877113 -1.244532 0.0 0.0 0.0 -0.1169
H 1.125225 0.512241 -3.208561 0.0 0.0 0.0 0.3382
H 2.953983 0.666500 -4.870668 0.0 0.0 0.0 0.4223
H 4.990408 1.975373 -4.356081 0.0 0.0 0.0 0.4104
H 5.169554 3.160732 -2.192532 0.0 0.0 0.0 0.4127
H 3.333750 3.024010 -0.546693 0.0 0.0 0.0 0.4004

***

16
Properties=species:S:1:pos:R:3:forces:R:3:nbo_charge:R:1 method="wB97M-V/def2-TZVPD" charge=0 total_energy_ha=-325.90315 de_lowest_kj_mol=90.33 e_lumo_ev=0.94 homo_lumo_gap_ev=10.94 smiles="[H]/N=C1/CCCCO1" multiplicity=1
N 2.447109 0.562645 0.608080 -0.3 0.1 -0.2 -0.6663
C 1.383120 0.346618 -0.039264 0.2 -0.1 0.1 0.5694
C 0.875937 -1.034049 -0.330414 0.0 0.0 0.0 -0.4864
C -0.470991 -1.164109 0.386109 -0.1 0.0 0.0 -0.3905
C -1.422824 -0.101163 -0.164775 0.0 0.0 -0.1 -0.4331
C -0.804389 1.299836 -0.171122 -0.2 0.0 0.1 -0.0637
O 0.585519 1.354122 -0.518643 0.1 0.0 0.0 -0.5369
H 2.547998 1.567516 0.761135 0.1 0.0 -0.1 0.3439
H 0.732027 -1.150123 -1.413166 0.1 0.0 0.2 0.2161
H 1.610411 -1.763876 0.013614 -0.1 0.1 0.0 0.2379
H -0.310312 -1.022685 1.463046 -0.1 0.0 -0.1 0.2057
H -0.895175 -2.164020 0.246960 0.0 0.1 0.0 0.2154
H -1.714755 -0.383383 -1.182901 0.1 0.0 0.1 0.2027
H -2.340160 -0.053518 0.433562 0.1 0.0 -0.1 0.2197
H -0.916049 1.772442 0.814098 0.0 -0.1 -0.1 0.1700
H -1.307460 1.933748 -0.906321 0.1 -0.1 0.2 0.1961

***

42
Properties=species:S:1:pos:R:3:forces:R:3:nbo_charge:R:1 method="wB97M-V/def2-TZVPD" charge=+1 s_squared=3.75 total_energy_ha=-2068.16827 de_lowest_kj_mol=104.28 e_lumo_ev="-3.05 / -3.06" homo_lumo_gap_ev="7.57 / 8.30" multiplicity=4
V 24.460790 5.754465 -12.415181 0.6 -1.4 1.2 1.3466
C 23.197733 2.959493 -12.214171 4.0 2.6 0.0 0.3044
O 22.680916 4.105949 -12.928577 -0.4 -1.2 1.6 -0.5745
O 24.373089 3.595719 -11.750182 -0.8 -0.2 0.2 -0.9075
C 22.321837 2.315799 -11.131459 -1.2 0.2 -0.3 0.9307
F 21.229100 1.727615 -11.722414 0.5 -0.2 0.0 -0.3463
F 22.920213 1.410284 -10.395778 1.0 -1.0 -0.4 -0.2963
F 21.828312 3.154631 -10.252780 -0.6 1.8 0.6 -0.3190
C 21.461278 3.983395 -13.560792 -1.5 1.2 -0.5 -0.0778
C 20.831489 5.381215 -13.520920 0.7 0.7 -1.3 -0.6234
H 20.636573 5.827004 -12.545531 -0.7 -0.9 0.3 0.2157
H 21.538784 6.130166 -13.877143 0.5 -0.1 -0.4 0.1772
H 20.032704 5.476000 -14.256477 -0.5 -0.1 0.5 0.2270
H 20.740871 3.317122 -13.086232 0.4 -0.3 -0.1 0.2116
H 21.728597 3.637071 -14.559137 -0.9 0.0 -0.5 0.1687
H 23.490577 2.164085 -12.899485 -0.4 -0.3 -0.4 0.1553
C 26.874556 7.666210 -9.307090 -0.1 2.8 -1.2 -0.6314
C 25.854329 7.708715 -10.474351 2.2 -0.1 1.6 -0.0508
C 26.514904 8.331377 -11.728956 -1.2 -0.1 2.2 -0.0750
O 25.538995 8.202669 -12.687398 -0.2 -0.9 -1.7 -0.5544
C 25.596238 9.230698 -13.641497 -1.0 1.1 0.4 -0.2456
N 25.489324 6.323717 -10.535251 -1.5 -1.6 -1.2 -0.8431
H 27.812388 7.393926 -9.791286 0.1 -0.6 0.5 0.2120
H 26.577706 7.058741 -8.452129 0.1 0.2 -0.2 0.2308
H 27.017293 8.722295 -9.078179 0.3 -0.1 1.0 0.2244
H 24.921529 8.239338 -10.283462 0.4 0.5 0.1 0.1966
H 27.493032 7.941165 -12.010194 0.1 -0.2 0.0 0.1756
H 26.597969 9.392521 -11.494054 0.5 0.2 0.1 0.1960
H 25.236192 10.141196 -13.162489 -0.4 0.2 0.1 0.1861
H 24.849773 8.975492 -14.393661 0.6 0.3 -0.5 0.1688
H 26.588125 9.555329 -13.955964 0.2 -0.9 -0.6 0.2073
H 24.827012 6.227912 -9.778764 -0.4 -0.5 0.1 0.3813
H 26.248490 5.764093 -10.173883 0.3 -0.5 -0.5 0.3913
O 23.048735 7.285856 -11.492914 -0.2 -0.2 -0.2 -0.9300
H 22.850328 7.395980 -10.563007 -0.2 -0.2 0.4 0.5024
H 22.465420 7.901119 -11.937263 -0.3 0.1 -0.3 0.5056
O 26.485904 5.426228 -13.193534 -0.1 -0.1 -0.2 -0.9323
H 27.313982 5.892225 -13.077927 0.1 0.3 0.1 0.4974
H 26.742994 4.527271 -13.398494 -0.1 -0.6 0.0 0.5149
O 23.898688 6.372832 -14.432784 0.0 0.2 -0.2 -0.9292
H 23.453015 6.120813 -15.241548 -0.3 -0.5 -0.2 0.5194
H 24.097954 7.301938 -14.548080 0.2 0.3 -0.1 0.4894

***

23
Properties=species:S:1:pos:R:3:forces:R:3:nbo_charge:R:1 method="wB97M-V/def2-TZVPD" charge=0 total_energy_ha=-404.64784 de_lowest_kj_mol=281.51 e_lumo_ev=0.69 homo_lumo_gap_ev=10.16 smiles=CC(C)CNCO.O multiplicity=1
C -1.030001 0.534911 -1.228700 1.2 -0.2 2.7 -0.2177
C 0.400336 0.893934 -1.755910 0.4 1.5 0.1 -0.2519
C 0.419552 2.448100 -1.805901 -0.5 1.1 -3.7 -0.6021
C 0.723223 0.200993 -3.116813 -0.7 -1.6 2.4 -0.5991
N -1.097083 -0.561061 -0.259765 2.0 -2.2 1.6 -0.6487
C -0.298669 -0.398257 0.995251 0.7 2.9 0.5 0.0796
O -1.140121 0.175698 1.988680 -3.7 1.5 -1.4 -0.7466
H -1.561501 1.273140 -0.556882 1.0 0.4 -1.5 0.1985
H -1.681357 0.282273 -2.018711 -0.8 -0.2 -1.1 0.2060
H 1.266811 0.616936 -1.108768 -1.1 -0.1 0.2 0.2061
H 1.448528 2.838811 -2.111979 -1.4 -0.4 0.4 0.2103
H 0.064451 3.017928 -0.937455 0.2 -0.7 0.0 0.2198
H -0.361903 2.796227 -2.718079 2.1 -0.8 2.3 0.1861
H 1.674842 0.393835 -3.578916 0.5 0.1 0.3 0.2187
H -0.024349 0.432629 -3.798850 -1.4 0.7 -1.5 0.1991
H 0.559501 -0.910406 -2.918848 0.7 1.1 -0.4 0.1989
H -0.786993 -1.467056 -0.599468 -0.3 0.1 -0.6 0.3614
H 0.685284 0.312734 0.965147 -2.2 -1.2 -0.6 0.1314
H 0.099712 -1.225703 1.583633 -0.2 -1.1 -1.3 0.1735
H -2.082665 0.417891 1.526605 3.6 -1.1 1.6 0.4757
H 0.924739 -2.708920 3.811239 0.1 -0.1 0.5 0.4649
H 2.373559 -2.660992 4.028901 3.2 0.8 -1.5 0.4578
O 1.614406 -2.870697 4.476722 -3.3 -0.6 1.0 -0.9217

***

14
Properties=species:S:1:pos:R:3:forces:R:3:nbo_charge:R:1 method="wB97M-V/def2-TZVPD" charge=0 total_energy_ha=-307.54041 de_lowest_kj_mol=451.65 e_lumo_ev="-1.10 / -1.10" homo_lumo_gap_ev="7.44 / 7.43" multiplicity=1
C 2.090832 0.341541 -0.517183 0.2 0.1 -0.2 -0.2841
O 1.207130 -0.328149 0.364780 0.0 -0.1 0.0 -0.5424
C -0.830996 -0.041025 -0.157408 -0.2 -0.1 0.0 0.3085
C -1.990981 -0.917123 0.051319 0.2 -0.1 0.1 -0.7362
C 0.034310 0.548928 0.855813 -0.3 -0.1 0.0 0.2885
O 0.062085 1.815221 0.647609 0.1 0.0 0.1 -0.7190
H 3.098619 0.330327 -0.085448 -0.2 0.0 0.0 0.1874
H 2.124626 -0.171964 -1.485833 0.0 0.1 0.1 0.1654
H 1.771257 1.382739 -0.642812 0.1 -0.1 0.0 0.2169
H -0.626595 0.345338 -1.153635 0.0 0.0 0.1 0.2065
H -2.131630 -1.616359 -0.777937 0.0 0.1 0.1 0.2528
H -1.943519 -1.438528 1.010635 0.0 0.1 -0.1 0.2446
H -2.877260 -0.261754 0.066220 0.1 0.0 0.0 0.2866
H -0.116954 0.157925 1.882224 0.1 0.1 -0.2 0.1245

***

64
Properties=species:S:1:pos:R:3:forces:R:3:nbo_charge:R:1 method="wB97M-V/def2-TZVPD" charge=+1 total_energy_ha=-3517.48655 de_lowest_kj_mol=0.00 e_lumo_ev=-4.19 homo_lumo_gap_ev=6.15 multiplicity=1
Ni -0.515399 0.182254 0.564286 0.3 -0.1 -0.1 0.8425
O -5.648134 -3.165513 -4.145048 -0.1 0.0 0.0 -0.6513
C -5.327782 -3.627911 -2.921608 0.2 0.0 -0.1 0.7691
O -5.586383 -4.750089 -2.603151 -0.1 0.0 0.0 -0.5323
C -4.591817 -2.688326 -2.005979 -0.1 0.0 0.0 -0.1654
C -4.684720 -2.930893 -0.640631 0.0 0.0 0.0 -0.1320
C -4.007011 -2.128186 0.258860 0.1 0.0 0.0 -0.2590
C -3.209208 -1.090277 -0.212255 -0.1 -0.1 -0.1 0.1972
C -3.087492 -0.858381 -1.576353 0.0 0.0 0.0 -0.2412
C -3.792231 -1.647349 -2.468350 0.0 0.0 0.0 -0.1728
N -2.454921 -0.279662 0.679238 -0.1 0.0 0.2 -0.4952
C -3.001303 0.210059 1.721562 0.0 0.0 -0.2 0.1630
C -2.168742 1.040638 2.589045 0.1 0.1 0.1 0.1030
C -2.644124 1.582688 3.764240 -0.1 -0.1 0.0 -0.1892
C -1.787968 2.350602 4.543317 0.0 0.0 0.0 -0.1302
C -0.492945 2.531818 4.107182 0.0 0.0 0.0 -0.2174
C -0.084076 1.956899 2.908218 -0.1 -0.1 -0.1 0.0957
N -0.900626 1.231739 2.144492 -0.3 0.1 0.3 -0.4497
H -5.504576 -2.214760 -4.214769 0.0 0.0 0.0 0.4844
H -5.282246 -3.766236 -0.301754 0.0 0.0 0.0 0.2549
H -4.059905 -2.335600 1.320615 0.0 0.0 0.0 0.2265
H -2.449251 -0.058900 -1.928620 0.0 0.0 0.0 0.2313
H -3.676326 -1.465923 -3.530197 0.0 0.0 0.0 0.2222
H -4.051456 0.052715 1.959481 0.0 0.0 0.0 0.2096
H -3.667804 1.402300 4.063453 0.0 0.0 0.0 0.2404
H -2.129808 2.788988 5.470693 0.0 0.0 0.0 0.2440
H 0.216287 3.113795 4.677949 0.0 0.0 0.0 0.2480
H 0.921509 2.086032 2.541908 0.0 0.0 0.0 0.2464
C 4.376124 5.039348 -0.501928 0.0 0.0 0.0 -0.2017
C 4.631696 3.876859 0.213155 0.0 0.0 0.0 -0.2035
C 3.630302 2.940913 0.414016 -0.1 0.0 0.0 -0.1995
C 2.347749 3.148847 -0.101804 0.1 0.1 0.0 -0.1129
C 2.098931 4.337428 -0.791416 0.0 0.0 0.0 -0.1404
C 3.102838 5.269543 -1.000264 0.0 0.0 0.0 -0.2241
C 1.219486 2.214459 0.099386 0.1 -0.5 0.0 -0.2763
C 1.217293 0.888789 0.344761 0.0 0.5 -0.2 -0.2221
C 2.383593 -0.014562 0.318430 0.1 -0.1 0.1 -0.0327
C 3.254333 -0.050475 -0.774464 0.0 0.1 0.0 -0.2291
C 4.300269 -0.956996 -0.819225 0.0 0.0 0.0 -0.2055
C 4.501550 -1.847435 0.228364 0.0 0.0 0.0 -0.2134
C 3.643921 -1.826594 1.318535 0.0 0.0 0.0 -0.1930
C 2.588862 -0.925947 1.355371 0.0 0.0 0.0 -0.2479
H 5.162051 5.766255 -0.657948 0.0 0.0 0.0 0.2216
H 5.617910 3.701007 0.622840 0.0 0.0 0.0 0.2201
H 3.845219 2.051061 0.988591 0.0 0.0 0.0 0.2159
H 1.103056 4.526887 -1.176400 0.0 0.0 0.0 0.1985
H 2.889508 6.178652 -1.547086 0.0 0.0 0.0 0.2197
H 0.250534 2.710915 0.061862 0.0 0.0 0.0 0.1994
H 3.109420 0.651806 -1.587093 0.0 0.0 0.0 0.2180
H 4.965803 -0.967154 -1.672991 0.0 0.0 0.0 0.2221
H 5.321159 -2.552743 0.194494 0.0 0.0 0.0 0.2235
H 3.794242 -2.516233 2.139216 0.0 0.0 0.0 0.2200
H 1.910543 -0.923860 2.202817 0.0 0.0 0.0 0.2058
Cl -0.367425 -5.152602 -0.254678 0.0 0.0 0.0 0.0654
C -0.051424 -3.602384 -0.927732 0.0 0.0 0.0 -0.0658
C 0.475633 -3.465686 -2.202263 0.0 0.0 0.0 -0.1555
C 0.705555 -2.187793 -2.679878 0.0 0.0 0.0 -0.2154
C 0.408251 -1.101018 -1.879322 0.0 0.1 0.0 0.0616
N -0.107825 -1.242818 -0.656453 0.0 0.0 0.0 -0.4693
C -0.331309 -2.472720 -0.183564 0.0 0.0 0.0 0.0247
H 0.699710 -4.341150 -2.796099 0.0 0.0 0.0 0.2508
H 1.122271 -2.029958 -3.664141 0.0 0.0 0.0 0.2445
H 0.593852 -0.086569 -2.205202 0.0 0.0 0.0 0.2304
H -0.745224 -2.560591 0.812285 0.0 0.0 0.0 0.2234